Computed, not measured: a cluster of 10 separate species, H20O10 in total at a distorted geometry, with the ωB97M-V functional and the def2-TZVPD basis.

As for the SMILES: O.O.O.O.O.O.O.O.O.O. The calculation puts the energy above the lowest of the compared OMol25 structures with the same formula, charge and spin at 55.3 kcal/mol.

Geometry as XYZ:
```
30
Properties=species:S:1:pos:R:3:nbo_charge:R:1
O -18.5673 -11.5449 17.0476 -0.982
H -18.6663 -10.8021 17.6431 0.499
H -19.4587 -11.7425 16.7601 0.476
O -15.6249 -10.2360 18.3269 -0.958
H -16.3277 -10.0895 18.9600 0.493
H -15.0184 -10.8264 18.7738 0.477
O -15.9838 -12.3723 16.5375 -0.983
H -16.9181 -12.1658 16.5627 0.499
H -15.5836 -11.7475 17.1422 0.463
O -19.3821 -9.3768 18.4639 -0.952
H -19.2461 -8.4732 18.1786 0.491
H -20.3267 -9.5125 18.3893 0.482
O -14.7429 -7.4944 18.7589 -0.944
H -15.2365 -7.9341 18.0666 0.483
H -14.1214 -8.1542 19.0666 0.460
O -17.1568 -8.2957 16.2356 -0.974
H -17.0525 -9.2422 16.1387 0.485
H -16.8784 -7.9360 15.3934 0.485
O -15.7013 -7.8605 13.2795 -0.963
H -15.3477 -8.7393 13.4176 0.499
H -15.2898 -7.3268 13.9592 0.466
O -14.4707 -10.2460 14.7143 -0.967
H -13.6406 -9.9240 15.0657 0.470
H -14.8200 -10.8109 15.4036 0.493
O -19.1904 -6.0659 14.1455 -0.948
H -19.9338 -6.6254 13.9208 0.474
H -18.4279 -6.5294 13.7992 0.482
O -18.7021 -5.8582 17.1377 -0.954
H -19.0129 -5.8505 16.2324 0.488
H -18.4594 -6.7697 17.3003 0.460
```